# 1
Molecular formula: C4H7NO
Method: DFT, ωB97M-V/def2-TZVPD

total energy	-7797.2572	eV
energy above the lowest of the compared OMol25 structures with the same formula, charge and spin	55.1	kcal/mol
F_max	0.8	eV/A

CARTESIAN COORDINATES (ANGSTROEM)
C1 -1.817 -0.094 0.008
C2 -0.323 -0.259 0.226
N1 0.817 -0.889 -0.599
C3 1.739 0.172 -0.086
C4 0.470 0.979 -0.123
O1 0.150 1.974 -0.713
H1 -2.428 -0.993 0.072
H2 -2.060 0.485 -0.883
H3 -2.104 0.531 0.864
H4 -0.159 -0.603 1.252
H5 1.088 -1.817 -0.283
H6 2.577 0.520 -0.692
H7 2.051 -0.005 0.957

---

# 2
Molecular formula: C2HBrClF
Method: DFT, ωB97M-V/def2-TZVPD

total energy	-87365.3854	eV
energy above the lowest of the compared OMol25 structures with the same formula, charge and spin	103.9	kcal/mol
F_max	1.5	eV/A

CARTESIAN COORDINATES (ANGSTROEM)
C1 -0.176 -0.637 -1.260
C2 -0.533 1.472 1.447
F1 0.028 0.625 2.282
Cl1 -0.367 0.927 -0.166
Br1 0.500 -2.104 -0.311
H1 0.550 -0.282 -1.991